Entry 1:
C36H50N5O2PdSSi | the ωB97M-V functional and the def2-TZVPD basis

```
96
Properties=species:S:1:pos:R:3
Pd -0.12397 0.06049 -0.22394
C 2.04942 -0.31563 -0.40997
Si 2.36474 -0.88484 1.26861
C 1.24540 -0.11711 2.64446
N -0.15179 -0.01996 2.21277
C -0.90540 -1.28648 2.40169
C -2.21259 -1.07339 3.15579
C -1.93246 -0.28801 4.43597
C -1.39081 1.11610 4.10054
C -0.88130 1.16744 2.65067
C 4.10846 -0.45116 1.95027
C 5.16970 -1.36687 1.94071
C 6.45906 -1.00109 2.31180
C 6.72984 0.30446 2.70376
C 5.69869 1.23549 2.72335
C 4.41258 0.85795 2.35056
C 2.22200 -2.76716 1.42820
C 1.86987 -3.55591 0.32642
C 1.83010 -4.94406 0.41524
C 2.12898 -5.57708 1.61758
C 2.46176 -4.81328 2.72967
C 2.50881 -3.42638 2.62887
H 2.18431 -1.08292 -1.17233
H 2.58616 0.58509 -0.71242
H 1.62512 0.90020 2.80969
H 1.32920 -0.64286 3.61267
H -0.28657 -1.97690 2.98915
H -1.08520 -1.76014 1.43992
H -2.64982 -2.04778 3.38685
H -2.92945 -0.53878 2.52092
H -1.18480 -0.84355 5.00978
H -2.82742 -0.21721 5.05997
H -0.59310 1.38765 4.79748
H -2.18201 1.86812 4.21047
H -0.22174 2.02500 2.51262
H -1.72699 1.30989 1.97586
H 4.97792 -2.39212 1.63445
H 7.25776 -1.73448 2.29121
H 7.73459 0.59428 2.98851
H 5.89837 2.25764 3.02602
H 3.62557 1.60796 2.36435
H 1.60964 -3.06667 -0.60719
H 1.56524 -5.53382 -0.45548
H 2.10218 -6.65846 1.68714
H 2.68510 -5.29884 3.67370
H 2.78262 -2.84198 3.50524
C -6.77940 1.26663 2.60412
C -6.21926 1.95948 1.35954
C -4.84612 1.43995 0.94953
N -4.96011 0.11065 0.38263
C -3.93949 -0.49608 -0.29996
S -2.51398 0.22864 -0.68186
N -4.18155 -1.83123 -0.68544
C -5.33417 -2.58370 -0.69799
O -5.29277 -3.77600 -0.50100
C -6.61949 -1.90793 -1.07059
C -6.64990 -0.76710 -1.85842
C -7.86599 -0.21324 -2.23431
C -9.05738 -0.79731 -1.82455
C -9.02784 -1.94865 -1.04942
C -7.80960 -2.50404 -0.68234
H -7.72534 1.71815 2.91416
H -6.07643 1.34527 3.43786
H -6.97060 0.20356 2.42557
H -6.13374 3.03170 1.54688
H -6.90893 1.82320 0.52032
H -4.17145 1.43783 1.81654
H -4.39460 2.08282 0.19695
H -5.67754 -0.48540 0.76344
H -3.34073 -2.36928 -0.83100
H -5.72037 -0.32236 -2.19587
H -7.88084 0.67405 -2.85561
H -10.00532 -0.36194 -2.11848
H -9.95357 -2.41859 -0.73861
H -7.76040 -3.40668 -0.08573
C 2.55144 3.66266 0.29670
N 1.40301 4.51076 0.02576
C 1.49706 5.88537 0.47011
C 0.40167 6.70803 -0.16830
C -0.92442 6.06767 0.17776
N -0.93491 4.68454 -0.25344
C -2.22947 4.03389 -0.29114
C 0.20283 3.89120 -0.29874
O 0.17755 2.71816 -0.62542
H 3.42971 4.02046 -0.24604
H 2.32146 2.64892 -0.02108
H 2.78194 3.65657 1.36889
H 2.48056 6.26593 0.18879
H 1.42317 5.95146 1.56554
H 0.52970 6.69266 -1.25256
H 0.44053 7.74163 0.17868
H -1.74524 6.58187 -0.32590
H -1.10657 6.14507 1.25969
H -2.88518 4.53171 -1.01352
H -2.70889 4.06884 0.69683
H -2.10021 2.99670 -0.58339
```

Its energy above the lowest of the compared OMol25 structures with the same formula, charge and spin is 15.86 kcal/mol. The LUMO energy is 2.259 eV. The total energy comes out at -2641.6518 Ha. The total charge is -1. The calculation puts the frontier orbital gap at 4.0 eV.

Results of the natural (NBO) charge analysis, in e, for atoms 1 through 4: Pd 0.048; C -1.451; Si 1.632; C -0.671

---

Entry 2:
C36H51BN12O3STi | the ωB97M-V functional and the def2-TZVPD basis

```
105
Properties=species:S:1:pos:R:3
Ti -0.45737 -0.60363 -0.02413
C -3.03461 2.49019 0.56186
C -2.28316 1.82550 1.66531
C -2.60988 1.85041 3.02712
C -1.55469 1.23243 3.66291
C -1.35350 0.99344 5.12133
N -0.66453 0.86522 2.72216
N -1.12487 1.19901 1.47972
B 0.81382 0.49663 2.93417
N 1.17793 -0.95457 2.53549
N 1.35045 -1.31193 1.22519
C 2.03535 -2.46111 1.23531
C 2.47307 -3.19674 0.01082
C 2.30639 -2.84814 2.54987
C 1.74598 -1.86991 3.34057
C 1.72513 -1.78123 4.82915
N 1.69431 1.53727 2.18700
N 1.71540 1.68378 0.83261
C 2.61151 2.62900 0.57241
C 2.90244 3.08085 -0.82429
C 3.20145 3.09252 1.75952
C 2.58312 2.37575 2.76240
C 2.81272 2.47392 4.23404
H -2.92737 3.57607 0.65576
H -2.66091 2.17825 -0.40995
H -4.09853 2.25662 0.60865
H -3.49724 2.25593 3.47993
H -2.26109 1.26185 5.65937
H -1.13483 -0.05369 5.32649
H -0.53028 1.58617 5.52113
H 1.04954 0.59917 4.10009
H 1.96675 -2.83310 -0.87737
H 3.55410 -3.10335 -0.11376
H 2.25942 -4.26137 0.11050
H 2.80732 -3.74275 2.87554
H 2.08572 -2.71813 5.24994
H 2.35793 -0.97390 5.19887
H 0.71714 -1.60658 5.20251
H 2.29424 2.53543 -1.54501
H 2.70482 4.15241 -0.92802
H 3.95380 2.93134 -1.07304
H 3.95931 3.84903 1.87333
H 3.53700 3.26402 4.42574
H 1.89586 2.71054 4.77366
H 3.20290 1.54394 4.64714
C -4.66229 1.68432 -3.56865
O -3.74120 1.10973 -2.67984
C -4.26387 0.43993 -1.58522
C -5.61948 0.41013 -1.29999
C -6.05597 -0.24759 -0.14304
C -5.15147 -0.87733 0.67152
C -3.76391 -0.88531 0.38740
C -2.91957 -1.71988 1.17088
N -1.60169 -1.84738 0.88583
N -1.21355 -3.21311 0.75680
C -0.52255 -3.30354 -0.32765
O -0.17832 -2.26381 -1.06096
C -0.15523 -4.64412 -0.86398
C -0.33894 -5.79611 -0.10369
C 0.00235 -7.03364 -0.62433
C 0.52229 -7.13279 -1.90984
C 0.70000 -5.98643 -2.67076
C 0.36703 -4.74346 -2.14844
C -3.30468 -0.16576 -0.75412
O -2.01456 -0.00605 -1.04408
H -4.07787 2.14060 -4.36887
H -5.32554 0.93363 -4.00808
H -5.27682 2.45259 -3.08610
H -6.33718 0.88883 -1.94884
H -7.11171 -0.27571 0.09048
H -5.48863 -1.41587 1.54820
H -3.37484 -2.48437 1.79380
H -0.74996 -5.70067 0.89211
H -0.14069 -7.92439 -0.02603
H 0.78411 -8.10128 -2.31545
H 1.10060 -6.05771 -3.67388
H 0.50636 -3.83659 -2.72165
C 5.49362 -1.60952 -2.40080
N 4.08317 -1.55037 -2.73092
C 3.21084 -0.71897 -2.10515
N 3.59759 -0.23907 -0.90070
S 1.74755 -0.29262 -2.78605
H 5.99634 -2.21122 -3.15407
H 5.65648 -2.10071 -1.43897
H 5.94489 -0.61462 -2.37143
H 3.81848 -1.74688 -3.68348
H 4.29097 -0.74277 -0.37412
H 2.87031 0.19239 -0.33665
N -0.62664 4.47902 -3.53154
C -0.40155 3.08893 -4.09336
C -0.82518 2.11634 -3.01680
N -0.01328 2.36893 -1.85352
C -0.22479 3.66850 -1.27200
C 0.20855 4.70491 -2.28842
H -1.61157 4.53211 -3.25304
H -0.46654 5.20404 -4.22878
H 0.66403 3.01483 -4.30269
H -0.98360 3.01215 -5.01039
H -0.66976 1.09669 -3.36907
H -1.90580 2.21025 -2.81952
H -0.13464 1.62353 -1.17854
H 0.37069 3.76543 -0.36407
H -1.27756 3.86184 -1.00067
H 1.24218 4.54933 -2.59165
H 0.05094 5.73421 -1.96923
```

Its energy above the lowest of the compared OMol25 structures with the same formula, charge and spin is 16.31 kcal/mol. As for the expectation value of S²: 2.037. The LUMO energy (spin up / spin down) is -0.789 / -0.790 eV. The total energy comes out at -3557.8223 Ha. Its spin multiplicity is 3. The calculation puts the frontier orbital gap (spin up / spin down) at 3.6 / 5.7 eV.

Results of the Mulliken charge analysis, in e, for atoms 1 through 4: Ti -0.048; C -1.161; C 0.739; C -1.807